[1]
DFT (ωB97M-V/def2-TZVPD) results for the molecule C6H11NO2 in a non-equilibrium geometry.

Each line ends with the Löwdin charge.
Positions of all 20 atoms, in Å:
1 H -1.746 -0.867 0.654  0.044
2 N -1.886 -0.066 1.262  0.111
3 C -1.154 0.958 0.923  -0.500
4 O -1.452 1.932 1.760  -0.020
5 C 0.275 0.931 0.448  -0.070
6 C 0.555 -0.083 -0.659  -0.455
7 C -0.309 0.143 -1.895  -0.033
8 C 0.666 -1.566 -0.231  -0.143
9 O 1.992 -1.670 -0.769  -0.098
10 C 2.053 -0.254 -0.998  -0.131
11 H -2.174 1.212 2.363  0.242
12 H 0.923 0.729 1.315  0.145
13 H 0.511 1.946 0.097  0.134
14 H -0.014 -0.542 -2.701  0.095
15 H -1.373 -0.035 -1.684  0.084
16 H -0.190 1.173 -2.260  0.094
17 H 0.661 -1.731 0.859  0.126
18 H -0.032 -2.267 -0.712  0.125
19 H 2.345 -0.013 -2.031  0.126
20 H 2.742 0.240 -0.295  0.125

* DFT total energy: -440.36751 a.u.
* SMILES string: [H]/N=C(/O)CC1(C)COC1
* relative energy (zero: lowest compared OMol25 entry of this formula, charge and spin): 314.35 kJ/mol



[2]
DFT (ωB97M-V/def2-TZVPD) results for a cluster of 2 separate species, C6H11NO2 in total in a non-equilibrium geometry.

Each line ends with the Löwdin charge.
Positions of all 20 atoms, in Å:
1 C 1.865 0.603 -1.302  0.010
2 C 1.094 0.815 -0.249  -0.151
3 C 0.832 -0.206 0.824  -0.396
4 O 1.309 -1.480 0.505  -0.055
5 C -0.702 -0.304 1.259  -0.196
6 C -1.387 1.035 1.487  -0.112
7 H 2.351 -0.346 -1.460  0.061
8 H 2.020 1.358 -2.053  0.057
9 H 0.634 1.779 -0.089  0.101
10 H 1.380 0.108 1.722  0.150
11 H 0.781 -1.799 -0.261  0.059
12 H -1.294 -0.925 0.584  0.084
13 H -0.675 -0.870 2.193  0.109
14 H -2.347 0.881 1.977  0.073
15 H -0.781 1.676 2.125  0.077
16 H -1.563 1.554 0.548  0.053
17 N -0.545 -1.614 -1.786  0.198
18 C -1.097 -0.544 -1.774  -0.411
19 O -1.578 0.504 -1.712  0.186
20 H -0.297 -2.225 -2.535  0.103

* DFT total energy: -440.42635 a.u.
* SMILES string: C=C[C@H](O)CC.N=C=O
* relative energy (zero: lowest compared OMol25 entry of this formula, charge and spin): 159.87 kJ/mol



[3]
DFT (ωB97M-V/def2-TZVPD) results for a structure of composition C6H11NO2 in a non-equilibrium geometry.

Each line ends with the Löwdin charge.
Positions of all 20 atoms, in Å:
1 C 1.136 -0.016 -0.312  -0.199
2 C -2.384 -1.070 -0.106  -0.028
3 C 1.784 -1.390 -0.313  -0.056
4 C 1.421 0.751 1.165  -0.535
5 C -0.300 0.022 -0.560  -0.301
6 N 0.593 1.748 1.370  0.064
7 C -0.922 1.269 -0.801  -0.020
8 O -0.952 -1.044 -0.118  -0.031
9 O 2.362 0.299 1.794  0.018
10 H 1.637 0.665 -1.002  0.148
11 H -0.376 1.808 0.337  0.142
12 H 0.782 2.260 2.222  0.084
13 H -2.775 -0.327 0.591  0.103
14 H -2.649 -2.066 0.242  0.098
15 H -2.786 -0.897 -1.105  0.101
16 H 1.689 -1.860 -1.294  0.082
17 H 2.836 -1.287 -0.060  0.081
18 H 1.325 -2.036 0.433  0.085
19 H -0.425 1.871 -1.553  0.095
20 H -1.995 1.301 -0.930  0.070

* DFT total energy: -440.38203 a.u.
* relative energy (zero: lowest compared OMol25 entry of this formula, charge and spin): 276.22 kJ/mol



[4]
DFT (ωB97M-V/def2-TZVPD) results for a structure of composition C6H11NOS in a non-equilibrium geometry.

Each line ends with the Löwdin charge.
Positions of all 20 atoms, in Å:
1 C -2.005 -1.742 0.747  0.049
2 C -2.612 -0.678 0.475  -0.344
3 C 1.697 -0.342 -0.115  -0.558
4 C 1.952 0.933 -1.031  -0.026
5 C 2.829 -1.131 0.458  -0.084
6 C -2.542 1.799 -0.078  -0.261
7 N 0.627 -0.565 0.365  0.107
8 O -4.339 0.052 -1.208  -0.520
9 S -3.865 0.497 0.087  0.822
10 H -1.307 -2.517 1.139  0.040
11 H 0.930 -1.672 1.016  0.168
12 H 1.015 1.435 -1.326  0.058
13 H 2.489 1.674 -0.301  0.107
14 H 2.573 0.637 -1.876  0.060
15 H 2.739 -0.875 1.476  0.056
16 H 2.396 -2.199 0.494  0.088
17 H 3.909 -1.229 0.128  0.097
18 H -2.738 2.882 -0.202  0.057
19 H -1.946 1.485 -0.948  0.044
20 H -1.799 1.554 0.701  0.039

* DFT total energy: -763.16095 a.u.
* relative energy (zero: lowest compared OMol25 entry of this formula, charge and spin): 644.63 kJ/mol



Lowest unoccupied orbital energy / eV: 0.570 0.668 0.363 0.573
E_HOMO / eV: -9.92 -9.51 -8.62 -9.10
HOMO-LUMO gap / eV: 10.5 10.2 9.0 9.7